1.
128
Properties=species:S:1:pos:R:3:forces:R:3:lowdin_charge:R:1 method="wB97M-V/def2-TZVPD" total_energy_ev=-88089.5382 largest_force_ev_per_a=11.32 lumo_energy_ev=-1.647 charge=0 gap_ev=7.421
C -16.117 -14.272 -6.958 -0.2263 0.1656 3.6612 -0.110
C -17.023 -13.728 -5.867 1.1566 1.9741 1.5006 -0.041
C -17.822 -12.509 -6.092 0.4106 -0.8990 -3.2856 0.003
C -18.014 -11.974 -7.552 4.0845 -4.3266 -1.4150 -0.085
C -17.214 -12.710 -8.644 0.0160 1.2387 4.1045 0.057
C -16.178 -13.726 -8.180 -2.5560 2.3108 -4.1126 -0.120
N -18.912 -10.891 -8.005 -2.1569 -2.2270 -1.9265 -0.310
O -19.195 -10.822 -9.312 1.3791 0.4716 5.3253 -0.028
O -19.555 -10.390 -7.086 0.7999 0.5976 -1.8199 0.066
H -15.252 -15.014 -6.752 -1.9440 1.1546 -0.0610 0.114
H -16.794 -14.043 -4.571 -1.0208 0.8303 -4.5756 0.177
H -18.386 -11.936 -5.338 0.3894 -0.8467 -0.1460 0.072
H -17.256 -12.349 -9.714 -0.0386 -0.6069 1.5422 0.106
H -15.552 -14.060 -9.044 -0.3394 0.0685 1.1635 0.107
C -16.052 -19.916 -1.297 1.9930 2.0249 -8.1902 -0.058
C -16.261 -20.858 -2.449 2.4738 2.4701 -0.4840 -0.036
C -15.763 -20.494 -3.859 -0.4773 3.4351 3.1491 0.086
C -15.217 -18.934 -4.095 -1.1525 -5.3047 5.7770 -0.048
C -15.076 -18.132 -2.785 -1.2152 -2.9984 -2.2277 0.032
C -15.496 -18.599 -1.457 -0.7727 -2.7251 -4.3934 -0.054
N -14.884 -18.640 -5.472 -2.7506 3.2892 -1.9050 -0.304
O -15.081 -17.349 -5.705 1.5998 -4.3070 0.3369 -0.015
O -14.828 -19.521 -6.357 0.5262 2.3175 2.6218 0.069
H -16.300 -20.312 -0.446 -1.4961 -1.6381 4.9779 0.021
H -16.627 -21.847 -2.003 0.4481 1.1825 -1.8248 0.105
H -15.912 -21.149 -4.745 0.2328 0.6142 0.8813 0.083
H -14.682 -17.150 -2.881 0.2182 0.7180 -0.0883 0.065
H -15.605 -17.876 -0.717 0.4593 1.0045 1.4012 0.069
C -15.842 -9.482 -9.794 -1.7327 2.7453 9.9316 -0.080
C -16.837 -8.678 -8.941 1.0071 -1.7949 4.1656 0.029
C -16.624 -8.567 -7.341 6.0242 -3.3061 -5.4224 0.084
C -15.290 -9.129 -6.717 -0.8715 -1.7251 -6.9312 -0.104
C -14.405 -9.908 -7.690 -1.6257 -0.4236 0.8119 0.058
C -14.744 -10.032 -9.197 2.7680 0.2807 3.8531 -0.083
N -15.014 -9.177 -5.296 0.5278 -2.3547 -0.6868 -0.339
O -14.262 -10.150 -4.921 -2.0734 3.2656 -0.0481 0.005
O -15.626 -8.356 -4.642 0.9189 -0.7487 0.7498 0.088
H -15.820 -9.440 -10.738 -0.7647 0.1310 -7.3136 0.017
H -17.910 -8.412 -9.240 2.0313 -0.2663 0.0604 0.099
H -17.291 -8.320 -6.624 -2.5067 1.3803 1.5548 0.030
H -13.545 -10.639 -7.210 -2.1207 2.3922 -1.4778 0.138
H -13.875 -10.452 -9.805 -1.6346 0.3200 0.8364 0.093
C -12.908 -20.283 3.692 2.7663 -0.7691 -2.7610 -0.062
C -11.769 -20.806 2.824 -2.0581 8.2578 -1.9724 0.003
C -11.083 -19.919 1.663 -7.1711 2.8414 4.5677 0.127
C -11.751 -18.511 1.335 -2.0446 -5.9317 3.6760 -0.080
C -13.057 -18.232 2.058 3.6960 -2.8612 1.5178 0.023
C -13.460 -18.991 3.264 0.2106 -2.1396 -1.3425 -0.091
N -11.309 -17.807 0.163 1.0488 1.1439 -0.4379 -0.359
O -10.190 -18.088 -0.316 -2.1155 0.3667 0.7457 0.054
O -12.044 -16.898 -0.234 0.8397 -0.9769 0.0500 0.052
H -13.242 -21.048 4.608 0.5958 2.6797 -2.6589 0.158
H -11.390 -21.680 3.096 1.9529 -3.6947 0.6996 0.007
H -10.160 -20.090 1.277 2.3694 -1.0342 -1.2864 0.034
H -13.599 -17.366 1.837 -0.7417 1.0953 -0.5235 0.067
H -14.454 -18.874 3.726 0.6287 1.0516 -0.3146 0.089
C -8.666 -10.141 -4.668 -0.2468 -0.1701 1.4852 -0.395
O -9.854 -10.427 -4.622 0.2132 -0.8445 -1.6235 -0.015
N -8.190 -9.276 -3.804 2.3534 3.6104 3.0883 -0.164
C -6.744 -8.840 -3.760 -1.6168 1.2904 0.7214 -0.044
C -9.048 -8.372 -2.931 -3.1629 -2.3150 -1.3838 -0.025
H -7.741 -10.519 -5.162 -1.1049 -0.8294 -0.9485 0.146
H -6.852 -7.798 -3.901 0.1432 1.5232 -1.3525 0.056
H -6.046 -9.217 -4.473 0.0401 -0.7479 -0.4786 0.081
H -6.274 -8.652 -2.786 -0.3612 -1.7616 0.4410 0.092
H -10.030 -9.066 -2.618 2.4956 2.2980 -1.0497 0.151
H -9.297 -7.347 -3.369 -0.0721 -1.7045 -0.2780 0.104
H -8.592 -8.067 -2.041 1.3109 -0.3372 1.4260 0.039
C -19.200 -11.574 -1.923 4.4601 -5.6528 -8.7293 -0.119
O -19.401 -12.494 -2.913 0.5479 4.4284 4.9978 -0.117
N -17.930 -11.028 -1.878 -4.3266 -0.0815 1.1303 -0.212
C -17.660 -9.957 -1.015 1.7911 1.1988 2.5706 -0.083
C -16.949 -11.356 -2.780 4.4784 -3.7742 2.5098 -0.092
H -19.946 -11.386 -1.278 -2.3004 1.2273 2.5726 0.090
H -16.870 -9.349 -1.499 -0.0464 -0.4423 0.6916 0.089
H -17.278 -10.404 0.020 -0.7863 1.5342 -1.8275 0.136
H -18.450 -9.193 -0.930 -0.2007 -0.8311 0.4006 0.094
H -17.206 -11.433 -3.700 -2.5868 0.5443 -6.2379 -0.022
H -16.608 -12.495 -2.801 -0.4404 1.7324 1.2208 0.129
H -16.023 -10.777 -2.789 -0.3736 0.2084 0.7010 0.094
C -12.192 -12.021 -2.535 1.5077 -1.7944 1.6139 -0.237
O -11.497 -11.878 -1.486 -2.5126 -0.6733 -2.3587 -0.039
N -13.015 -13.130 -2.827 3.8219 3.5917 0.6919 -0.196
C -13.539 -13.414 -4.107 -0.3729 1.5823 -4.6104 -0.099
C -13.310 -13.937 -1.708 0.2481 1.8480 0.7741 -0.052
H -12.083 -11.324 -3.331 -0.0879 0.7243 -0.9917 0.097
H -13.324 -12.579 -4.964 0.0911 -1.5566 2.4633 0.123
H -14.590 -13.264 -4.026 -1.2342 -0.5266 -0.2366 0.031
H -13.345 -14.363 -4.774 0.1510 1.1771 2.1246 0.114
H -13.899 -13.370 -0.989 -0.0471 -0.1229 0.2562 0.108
H -12.434 -14.320 -1.262 0.8558 -0.6767 0.5969 0.069
H -13.870 -14.605 -2.200 -2.3311 -3.5566 -0.4928 0.038
C -6.177 -13.923 -1.513 7.2305 -1.7541 2.6265 -0.397
O -5.090 -13.259 -1.585 -2.3454 -2.0523 -0.2892 -0.077
N -7.305 -13.400 -1.689 -6.2782 1.3508 -1.3298 -0.130
C -8.581 -14.191 -1.421 -0.2195 2.3125 -4.4312 -0.012
C -7.431 -12.056 -2.367 -2.3832 -0.4871 2.1503 0.001
H -6.156 -15.061 -1.046 -0.2550 2.4947 -1.3503 0.179
H -9.548 -13.820 -1.897 1.6594 0.7294 -0.1140 0.091
H -8.842 -14.037 -0.489 -0.8331 0.1578 5.0838 0.034
H -8.697 -15.183 -1.738 1.2650 -1.6899 -0.0715 0.047
H -6.682 -11.340 -2.082 0.9155 -0.4011 -0.4077 0.074
H -8.380 -11.526 -2.022 0.8314 -1.1370 -0.3011 0.107
H -7.591 -12.331 -3.378 0.3994 0.5378 -1.2219 0.074
C -12.211 -13.115 -8.686 0.5409 2.6393 -0.6393 -0.342
O -12.350 -13.956 -7.830 -0.3842 -0.4065 -0.6302 -0.004
N -11.381 -12.002 -8.473 -0.0784 -1.2924 -0.5425 -0.161
C -11.164 -10.960 -9.539 -0.1310 -1.2536 5.1092 -0.026
C -10.587 -11.991 -7.208 -4.0684 4.0741 0.5558 -0.040
H -12.772 -12.997 -9.733 0.8401 -0.6719 1.9019 0.158
H -11.785 -11.162 -10.289 -3.0083 -0.4051 -2.9273 0.021
H -10.246 -11.105 -9.920 3.5641 -0.1203 -1.2227 0.050
H -11.259 -9.999 -9.085 -0.2719 0.7834 -0.0043 0.088
H -9.932 -12.736 -6.980 1.8027 -2.3530 -0.1567 0.045
H -11.354 -11.955 -6.350 1.1385 -0.2752 -1.1099 0.092
H -10.118 -10.989 -7.107 -0.0368 -0.7652 -0.2912 0.079
C -10.260 -17.370 -6.012 0.5262 -0.6626 -4.0960 -0.363
O -10.117 -18.543 -6.416 -0.4084 1.8179 1.3744 -0.040
N -10.126 -16.906 -4.787 -0.6767 0.3692 4.6041 -0.143
C -10.502 -15.563 -4.247 3.0470 0.0066 0.1351 -0.029
C -9.983 -17.864 -3.609 -0.8247 -2.0169 -4.9738 -0.010
H -10.378 -16.558 -6.848 -0.1359 -0.8156 1.5939 0.156
H -10.613 -14.896 -5.037 1.1000 1.4465 -2.0783 0.038
H -9.639 -15.096 -3.474 -2.8881 -1.6385 -2.1820 0.133
H -11.534 -15.429 -4.034 -0.9689 -0.9202 1.9497 0.047
H -10.834 -17.882 -3.003 -1.2289 0.4923 1.0685 0.049
H -9.103 -17.640 -3.145 2.1495 0.5680 1.6055 0.046
H -9.921 -18.899 -4.086 0.1513 1.3053 0.7034 0.110

***

2.
115
Properties=species:S:1:pos:R:3:forces:R:3:lowdin_charge:R:1 method="wB97M-V/def2-TZVPD" total_energy_ev=-113457.1309 largest_force_ev_per_a=4.29 lumo_energy_ev=-7.825 charge=+2 gap_ev=4.341
Sn -0.943 0.040 -0.606 0.0106 -0.9767 -2.0646 1.255
C 4.257 -1.944 5.886 -0.0410 -0.5290 -0.0204 -0.416
S 5.420 -2.327 4.544 -0.0241 -0.2472 -0.3505 0.796
C 4.334 -2.991 3.236 0.3794 -0.6569 -0.2672 -0.525
C 3.176 -2.114 2.777 0.6880 -0.1910 -0.3331 -0.250
C 2.547 -2.827 1.571 -0.2257 -0.0757 0.4025 -0.247
N 1.640 -1.942 0.845 -3.5571 1.6599 -1.7382 -0.390
P 2.004 -1.102 -0.658 -0.0924 -0.2389 0.8758 0.970
C 3.615 -0.449 -0.312 1.7706 1.3223 0.1289 -0.365
C 4.811 -1.202 -0.465 -0.5392 0.6341 0.6036 -0.074
C 6.033 -0.671 -0.073 0.2009 0.9724 -0.1932 -0.049
C 6.114 0.672 0.349 -0.0985 0.1422 0.4950 -0.035
C 4.951 1.460 0.492 0.6231 -0.9065 -0.5724 -0.067
C 3.738 0.898 0.141 -0.5878 -0.6345 -0.0850 -0.109
C 2.357 -2.277 -1.975 0.0253 -1.2870 -0.7674 -0.398
C 2.316 -3.686 -1.898 -0.6507 -0.2183 0.5952 -0.087
C 2.474 -4.483 -3.047 0.0927 0.5338 0.2232 -0.056
C 2.758 -3.865 -4.271 -0.2882 -0.7810 -0.7279 -0.057
C 2.791 -2.475 -4.381 0.5648 0.2200 0.4870 -0.056
C 2.621 -1.713 -3.233 -0.2782 0.3623 0.4151 -0.105
P -0.025 -1.573 1.334 2.4533 -0.7617 -0.1962 0.906
C 0.059 -0.942 2.990 -0.3647 0.5762 1.7362 -0.380
C 0.471 0.388 3.157 -0.1549 0.1840 -0.0818 -0.112
C 0.544 0.986 4.418 0.5773 0.2321 -0.3709 -0.060
C 0.249 0.254 5.565 -0.2212 -0.3759 -0.3214 -0.042
C -0.149 -1.088 5.443 -0.1893 0.4466 -0.3976 -0.040
C -0.269 -1.667 4.172 0.2594 -0.5606 -0.1184 -0.064
C -1.076 -2.998 1.399 -0.6085 -0.7390 -0.2790 -0.370
C -0.790 -4.256 0.832 -0.3554 -0.0502 0.7609 -0.065
C -1.697 -5.317 1.000 0.4311 0.4657 0.0106 -0.033
C -2.870 -5.115 1.725 -0.3405 -0.3922 0.0154 -0.043
C -3.150 -3.877 2.299 -0.9449 0.4928 0.2894 -0.053
C -2.296 -2.808 2.077 -0.0100 -0.4273 -0.0607 -0.120
H 4.875 -1.775 6.800 -0.6214 -0.2165 -0.7080 0.049
H 3.520 -2.774 6.024 0.6874 0.6215 0.1085 0.051
H 3.742 -1.033 5.602 -0.2363 0.1564 0.3141 0.007
H 3.959 -3.999 3.508 0.1280 0.4748 0.1478 0.090
H 4.989 -3.192 2.342 -0.2680 0.3690 0.9252 0.085
H 3.558 -1.113 2.508 -0.1967 -0.3688 -0.0866 0.116
H 2.434 -1.985 3.560 -0.0162 -0.0063 0.1102 0.084
H 1.949 -3.702 1.916 0.6275 0.2982 -0.2642 0.130
H 3.310 -3.152 0.833 -0.3766 0.0258 0.6141 0.109
H 4.810 -2.205 -0.850 -0.2595 -0.2679 -0.1580 0.105
H 6.945 -1.267 -0.181 -0.3903 0.2720 0.0923 0.122
H 7.082 1.126 0.606 -0.4627 -0.4057 -0.1765 0.121
H 4.984 2.499 0.806 0.1939 -0.1988 0.0023 0.108
H 2.858 1.545 0.210 0.0210 -0.3981 -0.0330 0.081
H 2.087 -4.178 -0.924 0.2128 0.4058 -0.8896 0.098
H 2.349 -5.573 -2.994 0.2431 0.6110 0.0564 0.120
H 2.903 -4.510 -5.171 -0.1377 0.7054 0.8426 0.129
H 3.030 -1.936 -5.302 -0.1947 -0.5142 0.1753 0.119
H 2.664 -0.628 -3.277 0.0147 0.0067 -0.2898 0.109
H 0.724 0.993 2.278 -0.0117 -0.1842 0.2468 0.095
H 0.911 2.024 4.472 -0.3844 -0.6081 0.1309 0.123
H 0.299 0.723 6.543 0.0504 -0.0954 -0.1457 0.120
H -0.427 -1.638 6.349 0.2189 0.0523 -0.5136 0.123
H -0.559 -2.734 4.115 0.0927 0.8159 -0.0687 0.124
H 0.160 -4.438 0.352 0.0028 0.0659 -0.2100 0.089
H -1.439 -6.301 0.601 -0.2302 0.3762 0.0471 0.126
H -3.609 -5.921 1.831 0.5332 0.2643 0.0337 0.127
H -4.076 -3.699 2.920 1.0879 -0.3815 -0.9199 0.140
H -2.598 -1.838 2.438 0.2421 0.1421 0.2266 0.075
C -5.343 0.892 -2.925 -0.1066 -0.0213 -0.2471 -0.177
Si -3.696 -0.026 -2.579 -1.0214 0.8274 -1.8177 0.393
C -2.493 0.802 -3.745 -0.0062 -0.2544 -0.0434 -0.189
C -3.938 -1.825 -3.016 -0.0787 -0.7111 0.2486 -0.165
C -3.254 0.294 -0.788 1.3405 -0.7294 1.0921 -0.414
Si -4.035 1.386 0.551 -0.4768 0.1569 0.3957 0.390
C -3.649 0.785 2.283 0.4102 -0.1911 0.2242 -0.175
C -5.917 1.273 0.438 -0.4194 0.2938 0.3695 -0.161
C -3.392 3.110 0.372 -0.5517 0.1969 0.8273 -0.189
H -5.510 0.938 -4.043 0.2977 -0.0749 1.1346 0.060
H -5.321 1.945 -2.541 -0.2194 -0.9093 -0.2548 0.038
H -6.200 0.312 -2.507 0.4950 0.6784 -0.1663 0.040
H -2.850 0.620 -4.774 0.2213 0.1326 0.3697 0.062
H -1.451 0.494 -3.652 -0.0723 -0.0808 -0.1550 0.006
H -2.539 1.863 -3.523 -0.0465 0.3640 -0.1630 0.003
H -4.883 -1.985 -3.580 0.5855 0.2470 0.2988 0.057
H -3.986 -2.500 -2.140 0.0072 0.2786 -0.3243 0.043
H -3.102 -2.187 -3.635 -0.3129 0.1126 0.1265 0.035
H -3.436 -0.702 -0.360 0.1026 -0.3657 0.2489 -0.005
H -3.892 -0.285 2.395 -0.0219 0.4102 0.0650 0.024
H -4.315 1.352 2.960 0.2897 -0.2624 -0.2245 0.054
H -2.611 0.953 2.633 -0.3845 -0.1220 -0.1634 0.029
H -6.287 0.370 -0.055 0.0805 0.0921 -0.0384 0.031
H -6.308 2.144 -0.104 0.0337 -0.2603 -0.0815 0.040
H -6.418 1.306 1.441 0.7036 -0.0479 -0.6958 0.059
H -2.324 3.163 0.628 -0.2805 0.1343 -0.1052 0.016
H -3.980 3.735 1.085 0.5524 -0.1972 -0.4624 0.066
H -3.576 3.465 -0.632 0.1291 0.2924 -0.2519 0.012
C -2.975 5.391 -3.805 -0.2407 -0.1676 0.1434 -0.097
C -1.480 5.707 -3.603 -0.3927 0.2241 -0.1199 -0.274
C -0.626 4.454 -3.410 0.9559 -0.4491 -0.4434 -0.330
S -0.758 3.740 -1.743 -0.3206 -1.1680 0.7734 0.972
O -0.354 2.213 -1.798 0.1028 0.2705 0.2653 -0.665
C 0.526 4.541 -0.727 -0.4255 0.1146 0.0311 -0.347
C 1.985 4.485 -1.155 0.0822 0.6426 -0.3498 -0.279
C 2.746 5.450 -0.239 1.4025 0.7977 0.1395 -0.113
H -3.435 6.123 -4.479 0.0405 -0.0379 0.3668 0.083
H -3.577 5.328 -2.876 0.4715 0.1735 -0.4179 0.078
H -3.083 4.425 -4.309 0.0116 0.0401 -0.0100 0.066
H -1.331 6.405 -2.766 -0.0079 -0.0231 -0.3212 0.109
H -1.124 6.206 -4.533 0.0170 -0.3309 0.7385 0.130
H 0.438 4.643 -3.628 -0.3672 -0.1445 0.0593 0.093
H -0.982 3.655 -4.085 0.2463 0.1747 0.3880 0.097
H 0.410 4.070 0.279 -0.1338 0.2837 -0.6982 0.104
H 0.160 5.586 -0.631 0.2176 -0.4989 -0.0993 0.109
H 2.128 4.774 -2.225 -0.1763 -0.1406 0.8373 0.119
H 2.381 3.478 -1.044 -0.0527 -0.1143 -0.0719 0.085
H 2.382 6.493 -0.279 -0.1430 -0.5196 -0.2020 0.084
H 3.832 5.544 -0.513 -0.9735 -0.3452 0.1522 0.095
H 2.724 5.184 0.833 -0.1394 -0.2026 -0.4640 0.080
O -1.193 -3.794 -2.299 1.0463 2.0086 0.4422 0.110
C -0.876 -2.646 -2.186 -1.4485 -2.0079 -0.6520 -0.504
N -0.665 -1.459 -2.213 -0.0961 1.2184 1.6033 -0.022